Entry 1:
Formula: C4H4O
Source: the OMol25 dataset
Level of theory: ωB97M-V with the def2-TZVPD basis set

As for the SMILES: C=C=O.C#C. For the energy relative to the best compared isomer or geometry (same formula, charge and spin), the calculation gives 3.0675 eV. Its HOMO-LUMO gap is 10.10 eV. The total charge is 0.

```
9
C4H4O | the OMol25 dataset | ωB97M-V with the def2-TZVPD basis set
C 1.36280 -0.58726 -0.26474
C 0.96973 0.58140 0.15291
O 0.92623 1.70498 0.42916
H 0.72119 -1.42159 0.01998
H 2.48704 -0.74440 -0.46471
C -1.83219 0.46521 0.45301
C -1.41668 -0.24283 -0.38236
H -2.35683 1.04946 1.14406
H -0.86129 -0.80498 -1.08731
```

The natural (NBO) scheme yields these atomic charges, measured in e: C -0.824; C 0.735; O -0.462; H 0.254; H 0.280; C -0.216; C -0.251; H 0.235; H 0.248

=====

Entry 2:
Formula: C15H14BrN3O4S2Ta
Source: the OMol25 dataset
Level of theory: ωB97M-V with the def2-TZVPD basis set

For the energy relative to the best compared isomer or geometry (same formula, charge and spin), the calculation gives 0.1499 eV. Its HOMO-LUMO gap is 8.27 eV. The total charge is +1.

```
40
C15H14BrN3O4S2Ta | the OMol25 dataset | ωB97M-V with the def2-TZVPD basis set
Ta 0.23564 -0.51261 -0.91114
C -2.44985 -3.45955 -1.24401
C -1.94528 -2.03958 -1.15456
S -1.05822 -1.48649 -2.58065
C -2.14145 -1.27514 -0.02305
C -2.83128 -1.81489 1.20067
S -1.59235 0.39631 0.16479
H -2.32005 -3.84448 -2.25189
H -3.51038 -3.50400 -0.99725
H -1.91374 -4.12187 -0.56238
H -3.20265 -2.82539 1.05881
H -3.66782 -1.16417 1.45958
H -2.15219 -1.81852 2.05395
Br -3.23894 1.77393 -2.81847
C -1.61540 2.73683 -2.75215
C -1.59559 4.07763 -3.13187
C -0.38700 4.74421 -3.09388
C 0.75648 4.06482 -2.68742
C 0.61185 2.73927 -2.33711
N -0.54744 2.08061 -2.36267
C 1.79120 1.94648 -1.88469
O 2.89195 2.31817 -1.68549
O 1.43741 0.60101 -1.71011
H -2.50414 4.56720 -3.44972
H -0.33235 5.78492 -3.38252
H 1.72542 4.54056 -2.64015
C 2.48985 -0.01023 4.40534
N 2.18671 -0.69465 3.14549
C 2.57058 -1.96830 2.91522
C 2.30350 -2.63991 1.76059
C 1.59069 -1.89449 0.80939
O 1.16620 -2.29175 -0.36108
N 1.23453 -0.63209 1.02086
C 1.47718 0.05184 2.19210
O 1.13001 1.18783 2.39055
H 3.02368 -0.69683 5.05552
H 1.56437 0.31026 4.87698
H 3.09988 0.86734 4.20579
H 3.11426 -2.43628 3.72516
H 2.60475 -3.65801 1.58146
```

The natural (NBO) scheme yields these atomic charges, measured in e: Ta 1.832; C -0.659; C -0.154; S 0.079; C -0.206; C -0.651; S 0.063; H 0.245; H 0.239; H 0.240; H 0.234; H 0.247; H 0.235; Br 0.103; C 0.160; C -0.232; C -0.139; C -0.179; C 0.055; N -0.444; C 0.784; O -0.457; O -0.745; H 0.252; H 0.244; H 0.256; C -0.402; N -0.385; C 0.165; C -0.402; C 0.624; O -0.690; N -0.714; C 0.784; O -0.569; H 0.216; H 0.234; H 0.236; H 0.234; H 0.266

=====

Entry 3:
Formula: C4H4NS
Source: the OMol25 dataset
Level of theory: ωB97M-V with the def2-TZVPD basis set

For the energy relative to the best compared isomer or geometry (same formula, charge and spin), the calculation gives 2.7937 eV. Its HOMO-LUMO gap is 8.51 eV. The total charge is +1.

```
10
C4H4NS | the OMol25 dataset | ωB97M-V with the def2-TZVPD basis set
C 0.58892 -0.66198 -1.36906
C 0.20009 0.59424 0.44401
C 1.08078 -0.49446 -0.22168
C -1.67415 -0.71900 -1.21033
N -0.55718 -0.71809 -1.95664
S -1.67267 0.16027 0.21329
H 0.62229 0.45255 1.39100
H 0.31841 1.67178 0.24353
H 2.01340 -0.71942 0.33082
H -2.46473 -1.12418 -1.69787
```

The natural (NBO) scheme yields these atomic charges, measured in e: C 0.531; C -0.473; C -0.299; C 0.008; N -0.407; S 0.519; H 0.278; H 0.275; H 0.310; H 0.259

=====

Entry 4:
Formula: C20H31BCl6F4N5O3
Source: the OMol25 dataset
Level of theory: ωB97M-V with the def2-TZVPD basis set

The spin multiplicity is 2. Its HOMO-LUMO gap (alpha / beta) is 5.02 / 3.12 eV. The total charge is +2.

```
70
C20H31BCl6F4N5O3 | the OMol25 dataset | ωB97M-V with the def2-TZVPD basis set
C 5.13764 -5.27844 -6.26748
N 4.59464 -4.14115 -5.43724
C 5.28300 -3.64463 -4.36149
C 4.65550 -2.60208 -3.60609
C 3.38087 -2.11266 -3.99252
C 2.76032 -2.58645 -5.13292
C 3.39348 -3.61376 -5.84235
C 2.77395 -0.99146 -3.21049
C 2.18581 0.06226 -3.83044
C 1.60137 1.07959 -3.05211
N 1.65839 1.10996 -1.69046
C 2.20793 0.02414 -1.02536
C 2.74155 -1.01905 -1.84124
C 1.19002 2.15862 -0.83238
H 4.37112 -5.80547 -6.83560
H 5.74841 -5.96490 -5.68110
H 5.85197 -5.02483 -7.05074
H 6.30380 -3.92563 -4.14842
H 5.09417 -2.22522 -2.69398
H 1.79330 -2.21768 -5.44159
H 2.93120 -3.91372 -6.77118
H 2.14182 0.08196 -4.90936
H 1.22681 1.94297 -3.58189
H 2.38726 0.07555 0.03840
H 3.32895 -1.67369 -1.21449
H 0.59805 2.84204 -1.44115
H 2.10395 2.71332 -0.61995
H 0.62863 1.76436 0.01467
B -2.29891 1.10986 1.56626
F -3.35448 0.81532 0.74412
F -1.24240 0.24719 1.37262
F -1.66126 2.32558 1.30843
F -2.66196 1.16381 2.94186
O -0.70140 5.92704 -0.54738
C 0.13612 5.77435 0.30343
N 0.10206 4.62936 1.04319
C 1.30096 6.70265 0.41311
H 0.28557 4.69834 2.03398
H -0.61925 4.02677 0.67345
H 1.25467 7.15178 1.40520
H 1.49579 7.52728 -0.27255
H 2.18183 6.06100 0.39186
O 0.77425 -2.46909 4.15668
C 0.12295 -1.59658 4.75605
N -0.32870 -0.45609 4.14625
C 0.10518 -1.62271 6.29707
H -0.69879 0.28031 4.73007
H -0.37027 -0.44223 3.13720
H 1.02962 -1.25692 6.74394
H -0.26885 -2.58460 6.64776
H -0.48599 -0.88725 6.84268
O -5.19244 -3.50552 1.31896
C -4.49847 -2.61591 1.64927
N -4.84146 -1.41196 1.31412
C -2.99537 -2.89893 1.82201
H -4.05883 -0.77604 1.25752
H -5.51180 -1.49911 0.56369
H -2.86915 -3.72760 2.51877
H -2.42029 -2.07771 2.24978
H -2.57450 -3.18638 0.85850
C -4.64016 2.99713 -0.92279
Cl -6.34053 2.88778 -0.74454
Cl -4.21661 4.73738 -1.04705
Cl -4.12876 2.05659 -2.27826
H -4.13795 2.59739 -0.04182
C -4.65787 0.47551 6.13334
Cl -6.18818 1.29804 6.45062
Cl -5.03029 -1.17950 5.78099
Cl -3.63015 0.77114 7.55308
H -4.23797 0.81861 5.18779
```

The natural (NBO) scheme yields these atomic charges, measured in e: C -0.440; N -0.252; C 0.115; C -0.193; C 0.044; C -0.203; C 0.114; C -0.008; C -0.189; C 0.113; N -0.229; C 0.129; C -0.208; C -0.437; H 0.253; H 0.254; H 0.258; H 0.268; H 0.259; H 0.262; H 0.260; H 0.255; H 0.260; H 0.268; H 0.252; H 0.253; H 0.247; H 0.284; B 1.330; F -0.554; F -0.583; F -0.580; F -0.569; O -0.599; C 0.666; N -0.873; C -0.716; H 0.401; H 0.421; H 0.235; H 0.253; H 0.215; O -0.649; C 0.668; N -0.828; C -0.738; H 0.411; H 0.414; H 0.250; H 0.245; H 0.222; O -0.089; C 0.642; N -0.646; C -0.655; H 0.459; H 0.427; H 0.271; H 0.288; H 0.270; C -0.315; Cl 0.044; Cl 0.018; Cl 0.003; H 0.249; C -0.300; Cl 0.025; Cl 0.006; Cl 0.029; H 0.243

=====

Entry 5:
Formula: C10H19Cl18NO2PS2
Source: the OMol25 dataset
Level of theory: ωB97M-V with the def2-TZVPD basis set

Its HOMO-LUMO gap is 8.37 eV. The total charge is +1.

```
53
C10H19Cl18NO2PS2 | the OMol25 dataset | ωB97M-V with the def2-TZVPD basis set
N 3.89552 -3.31618 -2.55441
C 3.92711 -2.78461 -1.20367
C 2.57769 -2.49851 -0.53029
C 1.90250 -1.20561 -1.01542
C 0.88902 -1.42370 -2.15075
S -0.82587 -0.95742 -1.68266
P -1.82585 -2.95195 -1.57111
O -1.19613 -3.64089 -0.29846
O -3.28616 -2.47162 -1.19763
S -1.56871 -3.80354 -3.20505
H 3.59118 -4.27978 -2.59673
H 3.37795 -2.75923 -3.22128
H 4.47888 -3.49563 -0.58459
H 4.52297 -1.86414 -1.20718
H 2.74482 -2.40884 0.54998
H 1.90389 -3.35386 -0.66822
H 2.65060 -0.47893 -1.34221
H 1.39366 -0.74608 -0.16430
H 1.08015 -0.81075 -3.03179
H 0.80632 -2.46388 -2.47381
H -0.62428 -0.63067 -0.38453
H -1.16731 -3.18454 0.55745
H -3.38300 -1.99571 -0.35618
C 3.86113 2.30833 0.19047
Cl 2.61492 1.45802 1.12680
Cl 3.49395 2.10946 -1.53431
Cl 3.96481 3.99880 0.61396
H 4.81498 1.83928 0.39538
C -6.78184 -1.73382 -1.41893
Cl -7.56110 -2.61855 -0.10642
Cl -7.88641 -1.44980 -2.74832
Cl -6.08196 -0.21875 -0.82121
H -5.96209 -2.34180 -1.78092
C -0.41444 -0.55356 3.16563
Cl 1.30421 -0.91042 3.15060
Cl -0.71580 1.15643 3.33034
Cl -1.19404 -1.17076 1.66593
H -0.87582 -1.08375 3.98959
C -5.53125 -2.77623 3.37768
Cl -5.57440 -4.42549 3.96002
Cl -4.87925 -1.67088 4.57231
Cl -4.58648 -2.68421 1.86252
H -6.53730 -2.46406 3.12510
C 0.10080 5.56061 2.54620
Cl 0.48467 6.83443 1.39680
Cl -1.60534 5.56024 2.97818
Cl 0.59488 3.99164 1.89249
H 0.67606 5.73515 3.44653
C 3.59926 7.86588 -1.65885
Cl 5.04983 8.68141 -2.22361
Cl 3.61209 6.15947 -2.11754
Cl 3.40756 8.03810 0.08742
H 2.74343 8.33089 -2.13102
```

The natural (NBO) scheme yields these atomic charges, measured in e: N -0.834; C -0.217; C -0.419; C -0.440; C -0.504; S 0.242; P 1.674; O -0.985; O -0.974; S -0.364; H 0.366; H 0.349; H 0.207; H 0.187; H 0.219; H 0.201; H 0.245; H 0.215; H 0.256; H 0.263; H 0.180; H 0.532; H 0.526; C -0.280; Cl -0.014; Cl 0.001; Cl 0.068; H 0.236; C -0.291; Cl 0.018; Cl 0.053; Cl -0.002; H 0.226; C -0.271; Cl 0.060; Cl 0.088; Cl -0.067; H 0.248; C -0.276; Cl 0.059; Cl 0.039; Cl -0.058; H 0.240; C -0.288; Cl 0.035; Cl 0.025; Cl -0.005; H 0.231; C -0.287; Cl 0.036; Cl 0.009; Cl 0.015; H 0.230

=====

Number 1: F_max 2.835 eV Å⁻¹, DFT total energy -229.915222 Eh. Number 2: F_max 1.475 eV Å⁻¹, DFT total energy -4472.596270 Eh. Number 3: F_max 5.804 eV Å⁻¹, DFT total energy -607.342880 Eh. Number 4: F_max 5.817 eV Å⁻¹, DFT total energy -4465.202218 Eh. Number 5: F_max 0.659 eV Å⁻¹, DFT total energy -10018.625262 Eh.